Run a
22
Properties=species:S:1:pos:R:3 method="wB97M-V/def2-TZVPD" e_homo_ev=-13.39 charge=+1
C -2.386 0.899 1.838
C 1.372 -1.391 1.306
C 1.591 1.464 -0.911
C -3.236 0.461 0.981
C 0.637 -1.269 0.038
N 0.289 -0.038 -2.528
P 1.293 -0.253 -1.219
H 2.389 -0.854 -1.572
H -2.276 0.416 2.812
H -2.002 1.921 1.809
H 1.903 -0.385 1.460
H 0.704 -1.531 2.143
H 2.207 -2.189 1.370
H 0.598 1.946 -0.926
H 2.208 2.009 -1.576
H 1.914 1.614 0.105
H -3.623 0.842 0.044
H -3.552 -0.573 1.166
H -0.376 -0.757 0.126
H 0.510 -2.213 -0.532
H 0.054 0.720 -3.093
H -0.219 -0.839 -2.841



Run b
22
Properties=species:S:1:pos:R:3 method="wB97M-V/def2-TZVPD" e_homo_ev=-13.05 charge=+1
C 1.027 -1.093 -1.451
C -1.314 -1.320 -0.542
C -1.157 1.721 0.155
C 0.193 -1.136 -0.225
C 0.249 0.105 0.747
N 1.440 0.904 0.461
P 0.028 -0.226 2.513
H 2.127 -1.282 -1.203
H 0.815 -0.390 -2.215
H 0.799 -2.031 -1.943
H -2.037 -1.406 0.201
H -1.520 -2.277 -1.053
H -1.567 -0.650 -1.286
H -1.154 1.466 -0.849
H -0.931 2.599 0.569
H -2.019 1.188 0.407
H 0.310 -2.029 0.412
H 2.346 0.438 0.719
H 1.320 1.256 -0.603
H 1.568 1.681 1.095
H -1.269 -0.640 2.016
H -0.516 1.058 2.828



Run c
22
Properties=species:S:1:pos:R:3 method="wB97M-V/def2-TZVPD" e_homo_ev=-12.91 charge=+1
C -1.554 1.085 0.710
N -0.725 -0.013 0.048
C -0.993 -0.109 -1.433
C -1.215 -1.268 0.582
C 0.721 0.363 0.229
C 1.956 -0.640 -0.418
P 3.603 0.066 0.102
H -2.593 1.152 0.353
H -1.530 0.763 1.749
H -1.155 2.032 0.298
H -0.110 -0.693 -1.968
H -1.886 -0.705 -1.628
H -1.023 0.845 -1.960
H -1.124 -2.078 -0.122
H -0.754 -1.702 1.534
H -2.259 -1.171 0.666
H 0.992 0.568 1.209
H 0.902 1.177 -0.315
H 1.770 -0.703 -1.500
H 1.916 -1.731 -0.003
H 3.416 0.554 1.403
H 3.378 1.375 -0.342



Short version: run b is the least stable of them.



Run a
19
Properties=species:S:1:pos:R:3 method="wB97M-V/def2-TZVPD" e_homo_ev=-9.46 charge=0
C 2.064 0.612 0.560
O 0.713 0.443 0.855
C -0.219 -0.243 -0.071
C -0.203 0.669 -1.419
O 0.770 0.677 -2.119
C 0.179 -1.630 -0.481
O -0.860 -2.383 -1.034
O -1.451 -0.290 0.614
C -1.777 0.970 1.317
H 2.187 1.226 -0.286
H 2.555 -0.368 0.476
H 2.383 0.902 1.481
H -1.051 1.249 -1.696
H 0.463 -2.412 0.306
H 1.047 -1.547 -1.066
H -1.188 -1.736 -1.707
H -1.578 1.933 0.787
H -1.229 0.979 2.169
H -2.806 0.948 1.314



Run b
19
Properties=species:S:1:pos:R:3 method="wB97M-V/def2-TZVPD" e_homo_ev=-10.69 charge=0
O 5.385 0.651 2.137
C 5.124 0.162 1.075
O 5.820 -0.818 0.506
C 4.148 0.812 0.001
O 3.116 0.294 -0.312
O 4.663 1.903 -0.552
H 6.582 -1.088 1.048
H 4.067 2.282 -1.222
C -4.298 0.644 -0.322
C -2.996 -0.106 -0.075
C -3.167 -1.603 -0.303
H -4.183 1.711 -0.146
H -4.667 0.477 -1.333
H -5.079 0.289 0.349
H -2.674 0.066 0.954
H -2.169 0.274 -0.737
H -2.237 -2.135 -0.120
H -3.923 -2.007 0.369
H -3.511 -1.806 -1.316



Short version: run a is the least stable of them.



Run a
19
Properties=species:S:1:pos:R:3 method="wB97M-V/def2-TZVPD" e_homo_ev=-9.66 charge=0
C -1.964 -1.072 0.704
C -1.312 -0.060 0.137
O -1.477 0.273 -1.185
C -0.349 0.824 0.876
C 1.135 0.873 0.393
O 1.389 1.984 -0.421
C 1.609 -0.406 -0.350
O 1.210 -0.368 -1.689
O 1.257 -1.584 0.303
H -1.820 -1.319 1.738
H -2.666 -1.677 0.156
H -2.182 -0.261 -1.580
H -0.356 0.518 1.924
H -0.715 1.856 0.819
H 1.758 1.004 1.283
H 1.235 1.715 -1.350
H 2.707 -0.414 -0.385
H 0.246 -0.253 -1.743
H 0.294 -1.634 0.371



Run b
19
Properties=species:S:1:pos:R:3 method="wB97M-V/def2-TZVPD" e_homo_ev=-9.06 charge=0
O -0.837 -2.066 -0.350
C -1.539 -0.994 -0.919
O -2.926 -1.206 -0.881
C -1.162 0.264 -0.155
O -1.628 0.218 1.126
C -0.842 1.470 -0.807
O 0.518 0.633 -0.228
H -1.114 -2.870 -0.807
H -1.288 -0.865 -1.978
H -3.198 -1.191 0.048
H -1.130 0.835 1.675
H -0.922 2.412 -0.283
H -0.802 1.511 -1.885
C 2.315 -0.106 0.960
C 3.353 0.707 0.882
H 1.675 -0.341 0.022
H 1.995 -0.607 1.862
H 3.928 0.986 1.757
H 3.604 1.211 -0.040



Short version: run b is the least stable of them.



Run a
59
Properties=species:S:1:pos:R:3 method="wB97M-V/def2-TZVPD" e_homo_ev=-9.44 charge=+1
Ba -0.520 2.511 1.071
O 0.583 5.088 0.568
C 0.713 5.257 -0.852
C -0.607 5.114 -1.572
C -0.982 6.005 -2.560
C -2.185 5.805 -3.224
C -2.976 4.730 -2.861
C -2.530 3.892 -1.850
N -1.369 4.068 -1.219
H 0.316 5.927 0.959
H 1.404 4.480 -1.185
H 1.174 6.217 -1.083
H -0.341 6.841 -2.809
H -2.499 6.484 -4.005
H -3.923 4.537 -3.343
H -3.129 3.050 -1.525
C 5.900 -2.730 -2.470
C 4.473 -3.133 -2.208
C 3.918 -4.196 -2.909
C 2.605 -4.588 -2.695
C 1.826 -3.904 -1.781
C 2.373 -2.847 -1.061
N 1.563 -2.123 -0.148
C 0.923 -2.642 0.941
C 1.059 -4.002 1.284
C 0.417 -4.526 2.381
C -0.391 -3.732 3.198
C -0.524 -2.402 2.885
C 0.112 -1.831 1.773
C -0.072 -0.389 1.551
O -0.911 0.260 2.269
O 0.597 0.238 0.662
C 3.699 -2.454 -1.257
C 4.273 -1.311 -0.463
H 6.319 -3.314 -3.288
H 6.529 -2.890 -1.591
H 5.977 -1.674 -2.735
H 4.524 -4.722 -3.636
H 2.185 -5.414 -3.254
H 0.791 -4.174 -1.619
H 1.543 -1.117 -0.214
H 1.693 -4.635 0.680
H 0.556 -5.574 2.616
H -0.881 -4.151 4.065
H -1.114 -1.748 3.513
H 3.809 -1.246 0.521
H 4.111 -0.353 -0.967
H 5.346 -1.422 -0.325
C -6.400 0.412 3.172
N -5.639 1.443 2.492
C -4.330 1.380 2.242
N -3.660 0.307 2.641
S -3.603 2.696 1.413
H -7.435 0.734 3.240
H -6.029 0.251 4.187
H -6.373 -0.531 2.621
H -6.104 2.274 2.171
H -4.133 -0.448 3.109
H -2.653 0.222 2.483



Run b
59
Properties=species:S:1:pos:R:3 method="wB97M-V/def2-TZVPD" e_homo_ev=-9.37 charge=+1
Ba -2.419 -0.668 -1.099
O -2.574 0.072 1.459
C -2.553 1.433 1.927
C -2.748 2.411 0.789
C -2.887 3.756 1.095
C -3.012 4.668 0.065
C -3.003 4.215 -1.247
C -2.872 2.861 -1.463
N -2.743 1.962 -0.468
H -2.051 -0.453 2.076
H -1.597 1.645 2.406
H -3.335 1.583 2.666
H -2.888 4.082 2.131
H -3.114 5.726 0.281
H -3.095 4.896 -2.083
H -2.859 2.467 -2.475
C 5.394 -0.614 3.095
C 5.102 -0.201 1.670
C 5.924 0.724 1.037
C 5.672 1.115 -0.272
C 4.588 0.593 -0.958
C 3.764 -0.343 -0.340
N 2.618 -0.864 -0.999
C 2.467 -1.050 -2.367
C 3.593 -1.261 -3.177
C 3.464 -1.469 -4.535
C 2.213 -1.467 -5.157
C 1.102 -1.246 -4.381
C 1.198 -1.047 -2.997
C -0.058 -0.797 -2.270
O -1.114 -0.454 -2.933
O -0.110 -0.931 -0.985
C 4.020 -0.757 0.973
C 3.133 -1.787 1.628
H 6.176 0.011 3.524
H 5.734 -1.653 3.155
H 4.512 -0.532 3.735
H 6.766 1.143 1.577
H 6.314 1.844 -0.756
H 4.369 0.920 -1.967
H 1.771 -0.924 -0.467
H 4.573 -1.277 -2.715
H 4.357 -1.646 -5.124
H 2.121 -1.631 -6.223
H 0.118 -1.216 -4.831
H 2.741 -2.490 0.893
H 2.274 -1.328 2.134
H 3.674 -2.356 2.383
C -5.901 -2.554 2.999
N -5.631 -2.345 1.580
C -5.715 -1.165 0.958
N -6.027 -0.115 1.745
S -5.435 -0.979 -0.709
H -5.775 -3.609 3.220
H -6.929 -2.285 3.255
H -5.213 -1.986 3.626
H -5.441 -3.130 0.985
H -6.421 -0.246 2.661
H -6.233 0.748 1.271



Short version: run b is the least stable of them.



Run a
28
Properties=species:S:1:pos:R:3 method="wB97M-V/def2-TZVPD" e_homo_ev=-8.16 charge=0
C -0.550 2.106 2.310
N 0.379 1.054 1.845
N 1.413 0.827 2.592
C 2.162 -0.192 2.059
C 1.692 -0.688 0.888
B 2.268 -1.775 -0.134
O 1.668 -1.907 -1.354
O 3.390 -2.523 0.146
C 0.295 0.401 0.703
Si -0.917 0.231 -0.734
C -1.709 -1.488 -1.002
C 0.001 0.724 -2.405
C -2.384 1.339 -0.364
H -1.207 1.585 2.888
H 0.119 2.653 2.921
H -1.144 2.708 1.502
H 3.105 -0.600 2.464
H 1.752 -2.667 -1.898
H 3.473 -3.323 -0.313
H -1.166 -2.015 -1.660
H -1.887 -2.060 -0.112
H -2.716 -1.383 -1.446
H -0.692 0.573 -3.233
H 0.195 1.723 -2.246
H 0.763 -0.030 -2.409
H -2.212 2.363 -0.625
H -3.255 1.228 -1.000
H -2.836 1.134 0.619



Run b
28
Properties=species:S:1:pos:R:3 method="wB97M-V/def2-TZVPD" e_homo_ev=-8.22 charge=0
C -0.348 3.093 0.011
N 0.772 2.191 -0.090
N 1.973 2.775 -0.034
C 2.952 1.843 -0.012
C 2.453 0.535 -0.007
B 3.086 -0.801 -0.126
O 2.341 -1.882 -0.593
O 4.316 -0.836 0.447
C 0.810 0.860 -0.119
Si -0.619 -0.352 0.053
C -0.037 -1.723 1.289
C -0.760 -1.333 -1.553
C -2.351 0.393 0.612
H -1.223 2.935 0.615
H 0.024 4.068 0.215
H -0.624 3.120 -1.022
H 4.020 2.090 -0.151
H 2.855 -2.774 -0.716
H 4.760 -1.617 0.409
H -0.529 -1.518 2.262
H -0.464 -2.741 0.978
H 1.124 -1.766 1.341
H -1.276 -2.206 -1.139
H -1.442 -0.974 -2.345
H 0.244 -1.468 -2.008
H -2.975 0.523 -0.231
H -2.786 -0.290 1.361
H -2.149 1.305 1.298



Short version: run a is the least stable of them.



Run a
12
Properties=species:S:1:pos:R:3 method="wB97M-V/def2-TZVPD" multiplicity=3 e_homo_ev="-13.49 / -14.95" charge=+1
C 0.443 -0.898 0.345
C -0.308 1.076 1.408
C -0.486 -1.119 -0.720
N 0.439 -0.143 1.325
N -0.533 1.598 0.243
N -0.260 1.169 -0.837
I 1.562 1.794 -1.420
H 1.375 -1.462 0.357
H -0.249 1.398 2.401
H -1.542 -0.866 -0.460
H -0.152 -0.446 -1.592
H -0.289 -2.102 -1.051



Run b
12
Properties=species:S:1:pos:R:3 method="wB97M-V/def2-TZVPD" multiplicity=3 e_homo_ev="-11.59 / -14.66" charge=+1
C 0.486 1.963 -0.048
C -1.167 0.651 0.110
C -0.282 -1.604 -0.003
N -0.762 1.911 0.101
N 0.995 0.364 -0.143
N -0.173 -0.168 -0.014
I 2.810 -0.504 -0.100
H 1.220 2.802 -0.221
H -2.274 0.470 0.161
H 0.530 -2.057 -0.483
H -0.223 -1.949 1.068
H -1.160 -1.878 -0.426



Short version: run a is the least stable of them.